1.
Below is a structure of composition C23H27F10N3NiO4Sb at a distorted geometry, with properties calculated with the ωB97M-V functional and the def2-TZVPD basis.

Structure (XYZ):
```
69
Properties=species:S:1:pos:R:3:forces:R:3
Ni -0.167563 -0.662971 -0.024543 0.2390 0.4338 2.1441
C -6.966400 -2.533831 1.144015 -0.0225 -0.0416 -0.0281
C -6.582096 -1.153957 1.644390 0.0771 0.0772 0.0689
N -5.125922 -0.963027 1.704441 0.0220 -0.0701 0.2081
C -4.506282 -0.411528 0.646853 0.1439 0.0741 -0.0743
C -3.162111 -0.189651 0.541983 -0.4675 -0.2280 0.1021
C -2.686330 0.434300 -0.753814 0.3838 0.0377 -0.1420
O -3.521754 0.922863 -1.489518 -0.1726 0.0607 0.0080
O -1.419682 0.405674 -0.958264 -0.1106 -0.4458 -0.5211
C -2.335795 -0.530131 1.637989 0.1672 0.0949 -0.0177
O -1.089626 -0.338889 1.688729 0.0669 0.0173 -0.4210
C -2.992486 -1.150997 2.783145 -0.0447 0.0546 0.0576
C -2.233243 -1.560915 3.883193 0.0679 0.0227 -0.0874
C -2.833261 -2.155463 4.949500 -0.0910 -0.0266 0.1164
F -2.076506 -2.506363 6.013465 0.0706 0.0528 -0.0496
C -4.215159 -2.411422 4.980758 0.0472 -0.1188 0.0296
C -4.964431 -2.027510 3.886754 0.0927 0.0331 -0.1074
C -4.373991 -1.373347 2.794382 -0.2144 0.0082 -0.1383
N -4.862457 -3.082227 6.049867 -0.0172 0.0886 -0.0198
C -4.095458 -3.756027 7.093412 0.0243 -0.0739 -0.0078
C -5.077267 -4.551114 7.964732 -0.1008 -0.1129 -0.0008
N -6.280552 -4.875273 7.124461 0.0169 0.0558 -0.0671
C -7.075320 -3.617935 6.848927 -0.0448 -0.1813 0.0411
C -6.073116 -2.489768 6.598223 -0.0021 0.0759 0.0267
H -8.050562 -2.620292 1.083027 -0.0188 -0.0045 0.0011
H -6.592820 -3.322070 1.797938 0.0187 -0.0102 0.0244
H -6.556742 -2.707359 0.149718 -0.0006 0.0096 -0.0199
H -6.993493 -0.945950 2.632956 -0.0104 0.0081 -0.0423
H -6.966416 -0.378756 0.984097 -0.0138 -0.0424 -0.0190
H -5.132706 -0.110267 -0.184275 0.0154 0.0247 -0.0225
H -1.164738 -1.395258 3.879759 0.0080 0.0225 0.0045
H -6.012622 -2.283081 3.861741 -0.0297 0.0172 -0.0074
H -3.539152 -3.074538 7.742506 -0.0252 -0.0046 -0.0012
H -3.381412 -4.434336 6.628035 -0.0049 0.0420 0.0162
H -5.449967 -3.984242 8.816182 0.0420 -0.0042 -0.0035
H -4.643068 -5.480687 8.325738 0.0132 0.0292 -0.0069
H -6.863553 -5.593817 7.555197 0.0260 0.0693 -0.0004
H -5.949268 -5.232682 6.224402 -0.0139 -0.0029 0.0615
H -7.710858 -3.435272 7.713420 0.0037 0.0098 -0.0048
H -7.697656 -3.830287 5.981406 0.0049 0.0463 0.0012
H -5.855628 -1.951420 7.528224 -0.0257 0.0174 0.0127
H -6.506875 -1.769177 5.909923 0.0496 -0.0320 0.0209
F -1.243989 -4.458803 -2.218549 -0.0169 -0.1828 -0.0449
C -0.824446 -3.198584 -2.078281 0.0716 0.0653 -0.1582
F -1.796320 -2.539092 -1.430783 -0.1675 0.1489 0.1765
F -0.719200 -2.655632 -3.286493 0.0238 -0.0232 -0.0198
C 0.519964 -3.079043 -1.296432 -0.0243 -0.0950 -0.2399
O 0.844631 -1.799842 -1.031679 0.2329 0.3022 -0.9782
C 0.412071 -3.880479 0.030499 0.0275 -0.1086 -0.0628
F 0.244911 -5.191282 -0.132953 0.0247 -0.1566 0.0269
F -0.629620 -3.429481 0.754720 -0.2468 0.0670 0.1583
F 1.496662 -3.697011 0.786420 0.1647 0.0359 0.1275
C 1.677826 -3.667628 -2.168069 -0.0842 0.0122 -0.1154
F 2.812392 -3.717928 -1.462863 0.1029 -0.0066 0.1190
F 1.906490 -2.899980 -3.229201 -0.0427 0.0001 0.0230
F 1.414412 -4.908000 -2.599655 -0.0290 -0.0003 -0.0066
C 3.218138 -1.072782 2.623554 0.1184 -0.1483 0.1226
Sb 2.106593 -0.134073 1.104373 -0.4666 -0.0469 -0.4039
C 2.156714 1.858188 1.816142 -0.0359 0.1530 0.0865
C 3.581061 -0.045935 -0.401635 0.0378 -0.1020 -0.1028
H 4.178221 -0.563379 2.675103 0.0634 -0.0393 0.0829
H 3.370542 -2.120414 2.374674 0.0137 -0.0176 0.0263
H 2.708649 -0.993441 3.580278 -0.0100 -0.0115 0.0419
H 3.179174 2.229202 1.845192 0.0358 -0.0083 0.0082
H 1.729278 1.900031 2.816283 -0.0201 0.0252 0.0182
H 1.561960 2.484593 1.154586 0.0059 0.0341 0.0008
H 4.357419 0.663499 -0.123733 0.0349 0.0034 0.0122
H 3.122943 0.246144 -1.343423 -0.0065 0.0181 -0.0017
H 4.009180 -1.039506 -0.521977 0.0228 -0.0020 -0.0311
```
Forces are in eV/Å.

Results
**Kohn-Sham gap (spin up / spin down)**: 0.2394 / 0.2393 hartree
**Highest occupied orbital energy (spin up / spin down)**: -10.0 / -10.0 eV
**Calculated total energy**: -4104.86887 Eh
**Max |F|**: 2.201 eV/Å
**Total charge**: +1

These are the Löwdin partial charges, in e, on atoms 1 to 2: Ni 0.436; C -0.057

---

2.
Below is a structure of composition C23H27F10N3NiO4Sb, with properties calculated with the ωB97M-V functional and the def2-TZVPD basis.

Structure (XYZ):
```
69
Properties=species:S:1:pos:R:3:forces:R:3
Ni 0.749844 1.607206 -3.191286 -0.0473 -0.2501 -0.1061
C -3.665088 2.482713 2.835868 -0.0232 -0.0210 0.0056
C -2.161322 2.631662 2.994647 0.0377 -0.0576 -0.0639
N -1.420691 2.077124 1.852393 0.0282 -0.0391 0.0367
C -1.100975 2.899210 0.834523 0.0443 0.0159 0.0632
C -0.449542 2.534952 -0.306673 0.0066 -0.0672 0.1538
C -0.197011 3.651995 -1.307944 -0.1203 -0.0237 -0.2510
O -0.528181 4.778282 -0.982798 0.0830 0.0099 0.0518
O 0.329158 3.321139 -2.432565 -0.0472 0.1721 0.0626
C -0.044619 1.177548 -0.448968 0.0199 0.0456 -0.0863
O 0.562815 0.696603 -1.429313 0.0031 -0.1510 0.0010
C -0.384309 0.276434 0.654812 -0.0590 0.0210 -0.0162
C -0.039279 -1.074975 0.567316 0.0522 0.0241 -0.0926
C -0.384236 -1.932985 1.568291 0.0104 -0.0358 0.0329
F 0.009416 -3.222024 1.494070 0.0106 0.0170 -0.0303
C -1.135220 -1.515480 2.676779 0.0125 -0.0805 0.0427
C -1.482823 -0.181374 2.759383 -0.0509 0.0445 -0.0039
C -1.088863 0.733243 1.773105 -0.1197 0.1102 0.0570
N -1.571123 -2.403854 3.693645 -0.0241 0.0528 0.0178
C -1.662512 -3.837724 3.449041 -0.0404 0.0139 0.0439
C -2.497707 -4.456761 4.584973 -0.0728 0.0799 0.0312
N -3.333791 -3.365311 5.194619 0.0501 0.0036 -0.0057
C -2.462890 -2.385651 5.943584 -0.0719 -0.0996 -0.0429
C -1.222978 -2.119882 5.076691 0.0253 0.0086 -0.0244
H -4.178149 2.897553 3.703783 0.0075 -0.0041 -0.0089
H -3.952642 1.434715 2.730017 -0.0014 0.0289 0.0002
H -4.012554 3.015332 1.950778 0.0098 -0.0022 0.0040
H -1.800888 2.150215 3.901978 0.0277 0.0026 0.0319
H -1.877340 3.678887 3.072185 -0.0408 0.0218 -0.0221
H -1.378691 3.941207 0.943334 -0.0030 -0.0011 -0.0234
H 0.507390 -1.428101 -0.298576 0.0039 0.0182 0.0215
H -2.113417 0.138988 3.576670 0.0277 -0.0114 0.0222
H -0.694026 -4.341834 3.424053 0.0168 -0.0067 0.0072
H -2.150134 -4.003219 2.490892 -0.0019 0.0019 -0.0273
H -1.885499 -4.852603 5.392153 0.0260 -0.0195 -0.0017
H -3.159271 -5.242029 4.228605 0.0073 -0.0077 -0.0094
H -4.060213 -3.743510 5.801652 0.0243 -0.0120 0.0071
H -3.787276 -2.856365 4.432953 0.0022 -0.0062 -0.0047
H -2.218222 -2.836999 6.902623 0.0081 0.0107 0.0162
H -3.063251 -1.493406 6.108309 0.0118 0.0181 -0.0075
H -0.383712 -2.741699 5.408281 0.0161 -0.0208 0.0080
H -0.917980 -1.083824 5.189389 0.0098 0.0086 -0.0222
F -0.161685 -2.520019 -6.472702 -0.0019 -0.0019 -0.0298
C -0.503369 -1.496609 -5.678087 0.1040 -0.0095 0.0213
F -1.303104 -1.981924 -4.715984 -0.0389 -0.0288 0.0262
F -1.219134 -0.635411 -6.390577 0.0293 0.0232 -0.0327
C 0.745495 -0.798590 -5.044767 0.0303 0.0729 -0.1781
O 0.371672 0.390987 -4.551950 -0.2430 0.0963 0.1097
C 1.331074 -1.720464 -3.939369 -0.0431 0.1102 0.0245
F 1.510092 -2.979496 -4.330995 0.0428 -0.1402 0.0077
F 0.533190 -1.741066 -2.866284 0.0132 -0.0124 0.0910
F 2.523455 -1.240689 -3.527216 0.0238 -0.0526 0.0361
C 1.836277 -0.595235 -6.152063 -0.1375 0.0072 0.0512
F 2.721799 0.330633 -5.751643 0.0475 0.0041 -0.0373
F 1.287445 -0.155910 -7.284710 0.0001 0.0277 -0.0112
F 2.521088 -1.708730 -6.426846 0.0601 -0.0639 -0.0540
C 3.686355 4.182104 -3.109616 0.0081 -0.0015 0.0149
Sb 3.255430 2.111429 -2.978999 0.1355 0.1978 0.1410
C 3.686286 1.837350 -0.912384 0.0328 0.0218 -0.0167
C 5.019867 1.286063 -3.804068 -0.0136 -0.0779 -0.0231
H 4.647291 4.386245 -2.639711 -0.0114 0.0335 -0.0046
H 2.888412 4.713273 -2.593332 0.0262 0.0441 -0.0130
H 3.711564 4.504172 -4.148815 -0.0041 -0.0164 0.0026
H 4.709972 2.149080 -0.708951 -0.0144 -0.0118 0.0452
H 3.556281 0.790339 -0.642349 0.0044 0.0135 0.0001
H 2.996991 2.448730 -0.329263 0.0145 -0.0167 0.0039
H 5.869004 1.739740 -3.294607 0.0253 -0.0466 -0.0441
H 5.070411 1.489700 -4.871650 -0.0004 -0.0018 0.0269
H 5.015641 0.208901 -3.646331 0.0517 0.0172 -0.0257
```
Forces are in eV/Å.

Results
**Kohn-Sham gap (spin up / spin down)**: 0.2453 / 0.2818 hartree
**Highest occupied orbital energy (spin up / spin down)**: -10.2 / -11.2 eV
**Multiplicity**: 3
**Calculated total energy**: -4104.92072 Eh
**Expectation value of S²**: 2.01
**Max |F|**: 0.283 eV/Å
**Total charge**: +1

These are the Löwdin partial charges, in e, on atoms 1 to 2: Ni 0.580; C -0.058

---

3.
Below is a cluster of 9 separate species, C23H27F7N2O25 in total at a distorted geometry, with properties calculated with the ωB97M-V functional and the def2-TZVPD basis.

Structure (XYZ):
```
84
Properties=species:S:1:pos:R:3:forces:R:3
C -4.307905 2.498590 0.476912 1.0133 1.3705 0.5184
C -4.222355 3.727250 1.445272 -0.4275 -3.2964 -0.5139
O -5.504855 3.716830 2.086932 1.8945 0.4792 0.8960
C -6.323005 2.918520 1.433882 -2.9296 -2.7943 -0.2156
O -7.483845 2.723320 1.788802 2.7679 0.6686 -1.3789
O -5.681465 2.226930 0.394162 -1.6971 0.8331 1.9739
F -4.224935 4.768420 0.688292 -0.0169 4.0585 -2.2385
H -3.682375 1.675940 0.823422 -0.2419 -0.3110 -0.3891
H -4.014805 2.923750 -0.482988 0.4977 -0.6295 -0.0113
H -3.283435 3.807780 1.993032 -0.6807 -0.5324 1.2148
C 2.032635 2.000230 4.517062 2.1073 2.0188 0.4744
C 1.607015 2.781900 3.247412 1.6036 -1.5630 2.1852
O 0.428335 2.085470 3.043552 -1.4458 3.2548 -1.8505
C 0.518785 0.855160 3.464522 -2.5867 -4.5752 -1.5350
O -0.188545 -0.055420 3.045122 1.8067 2.1723 1.5784
O 1.489375 0.740090 4.360682 0.0125 -0.5012 0.8803
F 2.436675 2.524560 2.220842 0.5728 -0.1279 -0.8534
H 1.730435 2.579120 5.389802 -1.0219 -0.3491 0.2420
H 3.101175 1.935920 4.722422 0.2157 -0.2703 -0.7600
H 1.681455 3.855550 3.420142 -1.3648 0.0145 -0.2604
C 2.344985 -4.158520 -1.327768 1.7547 -2.7595 1.3460
C 3.721195 -4.646390 -0.776698 -1.7943 0.9238 0.4253
O 4.599615 -3.613440 -1.131848 0.1611 0.6910 0.2633
C 3.863485 -2.473510 -1.348058 0.7797 1.7989 -1.2789
O 4.334815 -1.371500 -1.624818 -1.6156 -3.4944 1.1870
O 2.543125 -2.819550 -1.297118 0.1839 3.4272 -0.4563
F 4.081015 -5.782580 -1.326568 0.9595 -1.7130 -1.1090
H 1.629895 -4.531900 -0.594738 -0.5625 0.5514 -0.3919
H 2.207055 -4.589100 -2.319578 -0.2679 0.2505 -0.1363
H 3.667485 -4.816960 0.298532 0.3827 0.3683 0.2014
C 0.650585 6.376720 -3.774598 -1.8017 1.0451 -1.8736
C 1.979215 6.405450 -3.165138 0.7529 -2.1852 0.7377
O 1.796135 5.558990 -2.002878 2.4782 1.7168 -1.0346
C 0.610865 5.040910 -2.065848 -3.6830 -6.4030 5.3147
O 0.206745 4.145980 -1.258668 1.6945 4.1571 -3.2220
O -0.123385 5.490970 -3.055788 -0.7644 -1.0388 -0.1864
F 2.185285 7.644630 -2.805018 1.2499 2.4599 1.1912
H 0.607605 6.122020 -4.833548 0.0613 0.1695 0.0236
H 0.194645 7.338750 -3.540658 0.1976 0.3855 -0.8030
H 2.853465 6.050760 -3.711018 -0.1379 -0.1251 -0.0676
C -3.104515 -1.237840 -3.113248 0.2719 0.5251 -0.9126
C -2.338805 -2.237230 -3.905938 -1.7331 0.4948 -0.4767
O -3.034005 -3.421660 -3.562758 0.5691 -1.6453 -0.6095
C -3.556395 -3.285270 -2.349358 -2.9366 -1.4780 5.2717
O -4.048475 -4.137380 -1.524258 2.5747 3.2389 -4.6720
O -3.584875 -1.962840 -2.021368 0.2847 -0.8990 0.9265
F -1.048795 -2.365190 -3.584968 0.6851 -0.1352 -0.0011
H -3.981015 -1.018130 -3.722808 0.0138 0.6047 -0.1111
H -2.450425 -0.376250 -2.979338 -0.3859 0.2603 1.1091
H -2.526775 -1.955050 -4.941858 0.8284 -0.8092 -0.3454
C -1.778215 -3.251660 1.520622 0.9378 1.0650 2.6243
C -1.609095 -3.193920 3.081122 1.6609 -1.1268 -1.4746
O -1.882385 -4.549190 3.469652 -0.5143 0.6367 -0.5157
C -2.724015 -5.049400 2.504102 -0.5339 -3.7777 -0.3145
O -3.359595 -6.109720 2.604982 1.7577 3.4822 0.0457
O -2.582055 -4.368760 1.357062 -1.3600 -1.0477 0.0836
F -2.473745 -2.426550 3.683182 -2.3614 1.5889 1.0189
H -0.764255 -3.443530 1.169632 -0.2042 0.3188 -0.7153
H -2.265315 -2.325290 1.216182 0.3263 -0.1260 -0.6323
H -0.647795 -2.810880 3.423592 0.3851 -0.7566 -0.2068
C 4.628255 -2.794250 4.204922 -0.2865 -2.3087 0.6790
C 3.673265 -1.838470 4.903412 -0.2114 -1.7959 -1.1871
O 2.691095 -1.648850 3.968902 -1.7642 -0.8272 -0.9358
C 2.782145 -2.492780 2.900342 -0.4583 0.5494 -1.9605
O 1.985835 -2.484800 1.979762 2.1944 -0.7015 2.3244
O 3.973275 -3.219760 2.983722 -1.2090 1.0864 0.7782
F 4.322295 -0.737950 5.009882 2.1886 4.6290 0.9103
H 4.736265 -3.626770 4.900142 0.1466 -0.5973 -0.4715
H 5.636385 -2.428160 4.010632 -0.3984 0.5118 -0.1668
H 3.257875 -2.018620 5.894922 -0.1293 -0.8669 -0.1285
C 0.529445 1.461330 -4.342788 -0.7084 -1.4094 -1.4477
N -0.274785 1.298000 -5.630178 0.2073 -2.5600 0.9357
O -0.428605 2.257900 -6.290088 -0.3095 2.8487 -1.6938
O -0.743365 0.200980 -5.944728 0.4638 0.3164 0.7018
H 1.544005 1.673260 -4.680198 -0.1367 0.5336 0.1585
H 0.514375 0.437020 -3.970418 -0.1441 0.6031 0.8320
H -0.039785 2.229050 -3.818678 0.5972 -0.3738 0.5614
C 0.768085 0.000080 -0.541228 -2.4011 1.0676 0.2832
N -0.668285 0.476640 -0.920028 4.7674 -0.8465 0.1094
O -0.772545 1.366620 -1.816628 -0.1290 1.1896 -1.6240
O -1.635035 -0.007480 -0.322278 -2.8547 -1.5090 1.8180
H 1.241945 -0.583430 -1.330578 -0.0733 0.1108 -0.0281
H 0.652135 -0.555860 0.389142 -0.0042 -0.3154 -0.2411
H 1.324085 0.900380 -0.279638 0.2788 0.1053 -0.3867
```
Forces are in eV/Å.

Results
**Kohn-Sham gap (spin up / spin down)**: 0.1016 / 0.2280 hartree
**Highest occupied orbital energy (spin up / spin down)**: -1.1 / -4.5 eV
**Energy relative to the best compared isomer or geometry (same formula, charge and spin)**: 130.17 kJ/mol
**Multiplicity**: 2
**Calculated total energy**: -3581.98670 Eh
**Expectation value of S²**: 0.75
**Max |F|**: 9.100 eV/Å
**Total charge**: -1

These are the Löwdin partial charges, in e, on atoms 1 to 2: C -0.060; C -0.318